The following is a quantum chemistry calculation of C12H30BCdF4KN2O4S as an isolated structure at a distorted geometry, from the Open Molecules 2025 dataset.

Each line ends with the Mulliken charge.
Element x y z (Å)
K  0.05  -0.30  -0.69  0.57
Cd  -1.12  -1.92  -4.60  1.38
S  0.89  -0.19  -3.87  1.58
O  0.50  -1.40  -3.16  -0.91
O  0.84  0.94  -3.01  -0.65
O  2.20  -0.48  -4.42  -0.67
O  -0.16  -0.28  -4.89  -0.80
B  -2.63  -2.34  -2.54  0.79
F  -3.99  -2.64  -2.39  -0.36
F  -2.02  -3.26  -3.33  -0.51
F  -2.53  -1.19  -3.21  -0.46
F  -1.92  -2.27  -1.38  -0.28
C  1.41  -0.89  2.95  -0.61
C  2.47  -1.79  2.23  -1.21
N  2.20  -1.69  0.78  0.68
C  1.63  -2.96  0.27  -0.89
C  0.30  -3.26  0.94  -0.99
C  3.39  -1.36  -0.07  -0.67
C  3.88  0.05  0.37  -0.90
H  1.70  0.14  2.76  0.19
H  1.57  -1.08  4.01  0.48
H  0.41  -1.09  2.57  -0.01
H  3.51  -1.59  2.50  0.55
H  2.46  -2.79  2.64  0.35
H  1.64  -3.01  -0.82  0.48
H  2.40  -3.69  0.53  0.45
H  0.45  -3.53  1.98  0.36
H  -0.46  -2.48  0.90  0.10
H  -0.12  -4.19  0.54  0.39
H  3.04  -1.31  -1.11  0.36
H  4.18  -2.11  -0.06  0.34
H  3.09  0.79  0.18  0.01
H  4.61  0.35  -0.38  0.44
H  4.22  0.16  1.40  0.33
C  -3.33  0.43  0.55  -1.04
C  -2.30  1.21  1.36  -0.57
N  -1.34  2.05  0.49  0.70
C  -0.46  2.79  1.37  -0.70
C  0.82  3.14  0.54  -1.08
C  -2.06  2.86  -0.51  -0.83
C  -2.96  3.87  0.16  -1.31
H  -2.85  -0.06  -0.30  0.04
H  -4.17  1.04  0.22  0.34
H  -3.66  -0.40  1.17  0.42
H  -2.87  1.73  2.12  0.36
H  -1.67  0.56  1.97  0.32
H  -0.12  2.19  2.21  0.38
H  -0.88  3.65  1.88  0.39
H  1.48  3.83  1.07  0.43
H  0.60  3.60  -0.42  0.31
H  1.34  2.23  0.25  0.05
H  -1.37  3.29  -1.24  0.45
H  -2.57  2.22  -1.22  0.41
H  -3.51  4.27  -0.69  0.45
H  -3.77  3.45  0.75  0.26
H  -2.44  4.69  0.66  0.31

Frontier orbital gap ... 7.38 eV
Calculated total energy ... -2476.06586 Ha
ΔE to the lowest compared entry with this formula, charge and spin ... 0.0 kcal per mole
Highest occupied orbital energy ... -8.908 eV